Density functional theory data (ωB97M-V/def2-TZVPD) for C4H5N3 as an isolated structure.

Calculated values
Energy relative to the best compared isomer or geometry (same formula, charge and spin) = 191.0 kcal/mol
Kohn-Sham gap = 8.11 eV
Lowest unoccupied orbital energy = 0.007 Eh
Highest occupied orbital energy = -7.92 eV

Geometry (Å):
N (-1.558, 0.141, -0.268)
C (-0.326, -0.002, 0.434)
C (0.216, 1.406, 0.565)
N (1.117, 1.431, -0.359)
C (1.203, -0.075, -0.350)
N (0.756, -1.364, -0.898)
C (0.181, -1.408, 0.295)
H (-1.608, 0.840, -1.002)
H (-1.989, -0.725, -0.572)
H (-0.196, 2.286, 1.059)
H (2.158, -0.244, 0.166)
H (0.046, -2.287, 0.930)


Density functional theory data (ωB97M-V/def2-TZVPD) for C4H7N3O as an isolated structure in a non-equilibrium geometry.

Calculated values
Energy relative to the best compared isomer or geometry (same formula, charge and spin) = 140.6 kcal/mol
Kohn-Sham gap = 8.37 eV
Lowest unoccupied orbital energy = -0.006 Eh
Highest occupied orbital energy = -8.53 eV

Geometry (Å):
C (0.001, -0.813, -0.098)
C (-1.201, -0.991, 0.807)
C (-1.446, 0.229, 1.366)
C (-0.010, 0.798, 0.034)
H (-0.867, -0.660, -1.926)
H (0.905, -1.088, -1.821)
H (0.822, -1.310, 0.373)
H (-1.503, -1.959, 1.361)
H (-2.099, 0.329, 2.352)
H (0.922, 2.303, -0.654)
H (2.441, 1.080, 0.407)
N (-0.075, -1.242, -1.441)
N (-0.731, 1.238, 0.975)
N (0.728, 1.409, -1.014)
O (2.113, 0.676, -0.720)


Density functional theory data (ωB97M-V/def2-TZVPD) for C16H25ClIrOS as an isolated structure in a non-equilibrium geometry.

Calculated values
Net charge = +2
Energy relative to the best compared isomer or geometry (same formula, charge and spin) = 8.5 kcal/mol
Kohn-Sham gap (spin up / spin down) = 5.81 / 3.98 eV
Lowest unoccupied orbital energy (spin up / spin down) = -0.236 / -0.413 Eh
Highest occupied orbital energy (spin up / spin down) = -12.24 / -15.23 eV
Multiplicity = 6

Geometry (Å):
C (-0.013, 0.024, -4.494)
C (1.363, 0.604, -4.852)
C (-0.219, -1.282, -5.276)
C (-1.081, 1.042, -4.920)
Cl (-0.143, -0.330, -2.715)
H (-0.152, -1.035, -6.352)
H (-1.211, -1.719, -5.076)
H (0.563, -2.021, -5.037)
H (1.361, 0.759, -5.948)
H (2.186, -0.085, -4.604)
H (1.540, 1.581, -4.372)
H (-0.975, 1.175, -6.014)
H (-0.927, 2.023, -4.441)
H (-2.102, 0.685, -4.710)
C (1.226, -1.888, 2.733)
C (0.868, -2.972, 1.862)
C (1.057, -2.524, 0.491)
H (0.528, -3.946, 2.189)
C (1.493, -1.137, 0.535)
C (1.620, -0.775, 1.928)
H (1.992, 0.160, 2.330)
H (1.206, -1.920, 3.827)
H (0.941, -3.126, -0.400)
H (1.729, -0.504, -0.317)
C (-2.100, 0.200, 2.025)
C (-2.284, -0.995, 2.782)
C (-2.534, -2.082, 1.872)
H (-2.265, -1.089, 3.877)
C (-2.497, -1.545, 0.529)
C (-2.166, -0.122, 0.615)
H (-2.048, 0.569, -0.203)
H (-1.980, 1.194, 2.457)
H (-2.735, -3.110, 2.167)
H (-2.714, -2.092, -0.393)
Ir (-0.517, -1.326, 1.361)
C (0.212, 2.022, 4.491)
S (0.429, 2.993, 2.961)
C (2.068, 3.694, 3.207)
O (0.585, 1.940, 1.890)
H (-0.533, 2.484, 5.152)
H (1.207, 2.011, 4.978)
H (-0.086, 1.020, 4.160)
H (2.706, 2.890, 3.563)
H (2.386, 4.047, 2.226)
H (2.018, 4.511, 3.916)


> Which of these has the lowest energy relative to the best compared isomer or geometry (same formula, charge and spin)?

C16H25ClIrOS


> energy relative to the best compared isomer or geometry (same formula, charge and spin) of number 3 (C16H25ClIrOS)?

8.5 kcal/mol


> Which of these has the highest energy relative to the best compared isomer or geometry (same formula, charge and spin)?

C4H5N3